Here is a structure of composition C26H42NO2TeTl from the Open Molecules 2025 dataset. Energies are from ωB97M-V/def2-TZVPD.

The geometry in XYZ format:
```
73
Properties=species:S:1:pos:R:3:lowdin_charge:R:1
Tl -0.14 -0.79 0.54 0.471
C 1.36 -0.90 -3.97 -0.087
C 1.30 -1.42 -2.55 -0.268
C 2.37 -1.72 -1.79 -0.281
C 3.80 -1.47 -2.20 -0.078
C 2.12 -2.26 -0.44 -0.360
C 3.33 -2.67 0.38 -0.153
C 1.01 -3.25 -0.46 -0.335
C 1.20 -4.59 0.23 -0.074
C -0.05 -2.98 -1.27 -0.350
C -1.11 -4.00 -1.62 -0.089
C -0.07 -1.62 -1.92 -0.400
C -1.22 -1.47 -2.91 -0.155
H 0.97 0.13 -4.02 0.059
H 0.75 -1.50 -4.64 0.059
H 2.37 -0.88 -4.37 0.042
H 3.90 -1.16 -3.24 0.041
H 4.41 -2.37 -2.06 0.064
H 4.25 -0.68 -1.58 0.062
H 3.06 -2.78 1.44 0.057
H 4.12 -1.91 0.34 0.044
H 3.80 -3.62 0.07 0.060
H 1.74 -4.48 1.17 0.054
H 1.76 -5.28 -0.41 0.074
H 0.24 -5.06 0.47 0.055
H -2.12 -3.60 -1.48 0.016
H -1.03 -4.90 -1.01 0.051
H -1.02 -4.30 -2.67 0.069
H -1.20 -0.49 -3.41 0.037
H -2.18 -1.54 -2.40 0.040
H -1.22 -2.23 -3.71 0.064
C 3.26 1.40 1.24 -0.094
O 2.28 1.74 2.21 -0.192
C 1.98 3.10 2.28 -0.243
C 0.65 3.30 2.97 -0.195
O -0.49 2.87 2.26 -0.120
C -0.69 3.48 1.01 -0.270
H 4.27 1.52 1.64 0.082
H 3.15 2.03 0.34 0.078
H 3.07 0.36 0.95 0.071
H 1.96 3.53 1.27 0.097
H 2.75 3.65 2.86 0.122
H 0.56 4.37 3.21 0.118
H 0.64 2.72 3.90 0.131
H -1.57 4.15 1.12 0.127
H -1.74 1.99 0.10 0.104
H 0.16 4.11 0.75 0.105
C -1.18 4.31 -1.72 -0.061
C -0.65 2.90 -1.41 -0.623
C 0.85 2.82 -1.70 -0.036
C -1.37 1.88 -2.28 -0.048
N -0.88 2.50 -0.02 0.018
H -1.08 4.53 -2.79 0.074
H -0.63 5.08 -1.17 0.067
H -2.23 4.39 -1.46 0.079
H 1.07 3.04 -2.74 0.080
H 1.19 1.80 -1.47 0.084
H 1.42 3.52 -1.07 0.062
H -1.13 2.03 -3.34 0.085
H -2.46 1.96 -2.16 0.092
H -1.06 0.88 -1.98 0.044
Te -3.29 -1.72 0.65 0.506
C -3.74 -1.18 2.63 -0.729
C -3.93 -2.15 3.63 -0.189
C -4.26 -1.81 4.93 -0.138
C -4.42 -0.47 5.29 -0.148
C -4.21 0.51 4.33 -0.134
C -3.88 0.16 3.03 -0.178
H -3.81 -3.19 3.36 0.072
H -4.40 -2.59 5.67 0.082
H -4.67 -0.21 6.31 0.074
H -4.30 1.55 4.60 0.084
H -3.70 0.94 2.30 0.074
```

Properties
Charge: -2
LUMO, Ha: 0.1621
Multiplicity: 1
Orbital gap, eV: 2.6
Energy relative to the best compared isomer or geometry (same formula, charge and spin), kJ/mol: 75.7

---

Here is a structure of composition C6H11INS from the Open Molecules 2025 dataset. Energies are from ωB97M-V/def2-TZVPD.

The geometry in XYZ format:
```
20
Properties=species:S:1:pos:R:3:lowdin_charge:R:1
C 1.86 0.96 1.67 -0.205
C 0.70 0.25 2.42 -0.158
C 0.79 1.41 -1.68 -0.337
C -1.62 -0.39 -1.33 0.014
C 0.50 1.02 1.11 -1.141
C -1.74 -2.75 -0.76 -0.036
N -1.98 -1.51 -1.24 0.013
S 0.49 0.13 -0.45 0.954
I -0.68 2.79 1.31 0.943
H 2.46 1.75 1.95 0.082
H 2.42 0.04 1.23 0.127
H 0.80 -0.84 2.51 0.107
H 0.27 0.75 3.30 0.089
H 1.05 1.01 -2.65 0.058
H 1.65 2.12 -1.48 0.095
H -1.85 0.44 -1.95 0.103
H -2.63 -3.28 -0.84 0.097
H -1.17 -3.24 -1.49 0.114
H -1.25 -2.66 0.13 0.083
H -0.08 2.01 -1.75 -0.002
```

Properties
Charge: +1
LUMO, Ha: -0.1377
Multiplicity: 1
Orbital gap, eV: 9.3
Energy relative to the best compared isomer or geometry (same formula, charge and spin), kJ/mol: 208.2

---

Here is a cluster of 2 separate species, C6H12O4 in total from the Open Molecules 2025 dataset. Energies are from ωB97M-V/def2-TZVPD.

The geometry in XYZ format:
```
22
Properties=species:S:1:pos:R:3:lowdin_charge:R:1
C -1.80 0.70 1.04 -0.168
C -0.86 1.79 1.59 -0.145
O 0.36 1.09 1.88 -0.100
C -0.12 -0.24 2.02 -0.288
O -1.01 -0.45 1.04 -0.102
H -2.74 0.60 1.60 0.129
H -2.06 0.82 -0.03 0.122
H -1.11 2.31 2.53 0.127
H -0.69 2.57 0.81 0.125
H 0.70 -0.98 1.94 0.150
H -0.61 -0.38 3.00 0.140
C 0.36 -0.14 -2.32 -0.133
C 1.59 0.09 -1.31 -0.147
O 1.98 -1.21 -1.00 -0.071
C 0.89 -1.99 -1.30 -0.299
O 0.33 -1.54 -2.46 -0.066
H -0.54 0.25 -1.80 0.103
H 0.46 0.40 -3.28 0.124
H 1.17 0.52 -0.38 0.099
H 2.41 0.76 -1.65 0.129
H 1.09 -3.06 -1.47 0.150
H 0.17 -1.91 -0.46 0.123
```

Properties
LUMO, Ha: 0.0316
Structure (SMILES): C1COCO1.C1COCO1
Multiplicity: 1
Orbital gap, eV: 10.5
Energy relative to the best compared isomer or geometry (same formula, charge and spin), kJ/mol: 295.1

---

Here is a cluster of 6 separate species, C25H54B3N6O16PS in total from the Open Molecules 2025 dataset. Energies are from ωB97M-V/def2-TZVPD.

The geometry in XYZ format:
```
106
Properties=species:S:1:pos:R:3:lowdin_charge:R:1
C 2.55 -1.67 2.18 -0.131
C 2.62 -0.09 2.48 -0.237
C 4.09 0.55 2.35 -0.149
C 4.53 0.91 0.83 -0.147
O 4.35 2.32 0.54 0.065
B 3.26 2.56 -0.35 -0.523
O 1.90 2.08 -0.16 0.226
B 1.59 1.19 -1.26 -0.446
C 0.42 0.05 -1.15 -0.056
C 0.95 -1.24 -1.95 -0.211
C 0.38 -2.65 -1.43 -0.189
C -1.22 -2.81 -1.48 -0.193
C -1.98 -1.83 -2.51 -0.192
C -3.41 -2.41 -3.01 -0.211
C -4.24 -3.18 -1.88 -0.204
C -4.87 -2.09 -0.87 -0.209
C -4.46 -2.28 0.67 -0.193
C -4.82 -0.96 1.57 -0.200
C -3.87 0.26 1.16 -0.183
C -4.48 1.72 1.43 -0.174
N -5.67 2.07 0.60 -0.156
C -6.33 3.36 0.86 -0.068
C -7.49 3.46 -0.19 -0.097
C -7.55 2.17 -1.09 -0.064
C -6.35 1.39 -0.47 -0.088
O 2.42 1.33 -2.47 0.157
B 2.66 2.76 -2.57 -0.496
P 1.84 3.69 -4.04 0.403
O 2.88 4.83 -4.80 -0.244
O 1.45 2.53 -5.25 -0.270
S 0.14 4.53 -3.54 0.327
O 3.48 3.39 -1.55 0.213
H 1.44 -2.00 2.26 0.075
H 3.13 -2.31 2.94 0.078
H 2.91 -1.98 1.14 0.066
H 1.86 0.49 1.82 0.101
H 2.30 0.04 3.58 0.115
H 4.18 1.52 2.97 0.132
H 4.84 -0.21 2.82 0.097
H 4.06 0.20 0.06 0.139
H 5.67 0.72 0.80 0.117
H 0.08 -0.15 -0.08 0.121
H -0.49 0.46 -1.74 0.115
H 0.82 -1.16 -3.10 0.119
H 2.10 -1.27 -1.79 0.109
H 0.83 -3.49 -2.06 0.110
H 0.70 -2.88 -0.34 0.105
H -1.45 -3.89 -1.84 0.068
H -1.65 -2.69 -0.43 0.094
H -2.22 -0.85 -1.94 0.090
H -1.36 -1.52 -3.42 0.108
H -4.02 -1.49 -3.33 0.111
H -3.27 -3.04 -3.98 0.100
H -5.15 -3.67 -2.41 0.109
H -3.67 -4.01 -1.33 0.097
H -4.53 -1.05 -1.27 0.079
H -6.03 -2.16 -0.91 0.120
H -3.35 -2.48 0.85 0.094
H -5.02 -3.16 1.17 0.119
H -5.93 -0.68 1.52 0.113
H -4.58 -1.25 2.67 0.063
H -2.93 0.18 1.83 0.119
H -3.48 0.23 0.08 0.096
H -4.68 1.88 2.55 0.134
H -3.65 2.48 1.15 0.131
H -6.01 4.14 1.64 0.106
H -8.22 4.32 -0.33 0.067
H -8.23 1.87 -1.94 0.077
H -6.08 0.37 -0.88 0.081
H 2.52 4.96 -5.71 0.077
H 1.20 1.67 -4.82 0.076
C 1.60 7.00 -1.24 0.018
N 0.77 8.17 -0.87 -0.446
O 1.34 9.13 -0.36 0.054
O -0.43 8.09 -1.10 0.058
H 2.64 7.21 -0.98 0.096
H 1.23 6.14 -0.68 0.096
H 1.50 6.85 -2.32 0.060
C 7.93 0.07 4.21 0.031
N 6.71 -0.25 5.01 -0.435
O 5.99 -1.15 4.60 0.039
O 6.52 0.41 6.02 0.062
H 7.96 -0.59 3.35 0.072
H 7.85 1.11 3.90 0.089
H 8.79 -0.09 4.86 0.104
C -2.28 -6.99 -4.30 0.048
N -1.72 -5.78 -3.63 -0.419
O -1.78 -5.73 -2.41 0.043
O -1.24 -4.93 -4.36 0.066
H -2.68 -7.66 -3.53 0.096
H -3.08 -6.65 -4.96 0.103
H -1.48 -7.47 -4.85 0.102
C 9.66 0.60 -0.24 0.050
N 8.67 0.53 0.87 -0.426
O 8.65 1.47 1.66 0.061
O 7.96 -0.45 0.92 0.050
H 10.23 1.52 -0.15 0.098
H 10.32 -0.27 -0.14 0.103
H 9.10 0.57 -1.17 0.105
C -3.85 -2.30 6.47 0.045
N -4.26 -1.96 5.08 -0.429
O -3.37 -1.87 4.24 0.048
O -5.45 -1.79 4.88 0.070
H -2.77 -2.42 6.50 0.096
H -4.17 -1.48 7.11 0.103
H -4.35 -3.23 6.74 0.102
```

Properties
LUMO, Ha: -0.0182
Structure (SMILES): CCCCOB1OB(CCCCCCCCCCCCn2cccc2)OB(P(O)(O)=S)O1.C[N+](=O)[O-].C[N+](=O)[O-].C[N+](=O)[O-].C[N+](=O)[O-].C[N+](=O)[O-]
Multiplicity: 1
Orbital gap, eV: 6.8
Energy relative to the best compared isomer or geometry (same formula, charge and spin), kJ/mol: 751.5

---

Here is the molecule C12H18O2 from the Open Molecules 2025 dataset. Energies are from ωB97M-V/def2-TZVPD.

The geometry in XYZ format:
```
32
Properties=species:S:1:pos:R:3:lowdin_charge:R:1
C 2.24 1.16 1.63 -0.158
C 1.34 2.36 1.42 -0.280
C 1.28 2.98 0.00 -0.224
C 0.22 2.27 -0.83 -0.185
C 0.41 0.78 -1.09 -0.216
O -0.06 0.15 0.07 -0.129
C -0.42 -1.19 0.03 -0.180
C 0.06 -2.01 1.09 0.003
C 0.02 -3.40 0.94 -0.071
C -0.72 -3.89 -0.21 -0.097
C -1.44 -3.16 -1.15 -0.005
C -1.26 -1.80 -0.95 -0.226
O -1.93 -0.93 -1.86 -0.182
C -2.93 -0.17 -1.12 -0.060
H 3.32 1.54 1.92 0.088
H 2.13 0.52 2.65 0.105
H 2.38 0.42 0.73 0.083
H 1.81 3.06 2.13 0.101
H 0.38 2.06 1.77 0.084
H 2.29 3.05 -0.44 0.107
H 1.08 4.09 0.05 0.119
H -0.65 2.42 -0.12 0.128
H 0.03 2.83 -1.84 0.143
H -0.18 0.42 -1.99 0.132
H 1.50 0.41 -1.24 0.150
H 0.50 -1.42 1.87 0.098
H 0.20 -4.05 1.78 0.092
H -0.48 -5.01 -0.24 0.116
H -1.90 -3.57 -2.08 0.138
H -3.28 0.60 -1.93 0.129
H -3.63 -0.92 -0.65 0.108
H -2.33 0.39 -0.33 0.089
```

Properties
LUMO, Ha: 0.0349
Structure (SMILES): CCCCCOc1ccccc1OC
Multiplicity: 1
Orbital gap, eV: 9.5
Energy relative to the best compared isomer or geometry (same formula, charge and spin), kJ/mol: 307.7

---

Here is a cluster of 2 separate species, CH3F2OP in total from the Open Molecules 2025 dataset. Energies are from ωB97M-V/def2-TZVPD.

The geometry in XYZ format:
```
8
Properties=species:S:1:pos:R:3:lowdin_charge:R:1
C 2.02 -0.32 0.31 -0.072
O -1.01 0.98 -0.56 -0.541
F 3.26 -0.96 0.42 0.003
F 1.78 0.04 -1.01 -0.043
P -1.54 -0.55 -0.15 0.721
H 1.92 0.56 0.83 0.080
H -0.09 1.00 -0.99 0.040
H -2.29 -0.27 1.00 -0.189
```

Properties
LUMO (spin up / spin down), Ha: -0.0232 / -0.0308
Multiplicity: 1
Orbital gap (spin up / spin down), eV: 9.3 / 7.3
Energy relative to the best compared isomer or geometry (same formula, charge and spin), kJ/mol: 548.6